1.
ORCA calculation (ωB97M-V/def2-TZVPD) on 3 unconnected molecules or ions with the total composition H7O3 in a non-equilibrium geometry.

CARTESIAN COORDINATES (ANGSTROEM)
O1 -0.0108 -0.1529 1.0438
O2 -1.6769 1.0759 -0.3262
O3 1.6969 -0.8596 -0.6951
H1 0.7384 -0.5267 0.4634
H2 -2.5260 0.9159 0.1029
H3 2.6394 -0.7574 -0.5517
H4 1.5443 -1.7071 -1.1273
H5 -0.3953 -0.9593 1.4281
H6 -0.7841 0.3231 0.4416
H7 -1.6254 2.0332 -0.4329

Cartesian forces (eV/Å) of the 3 atoms listed first:
O -0.77 -0.70 0.01
O -0.27 -0.43 0.32
O -0.52 0.00 0.29

Output
- 2S+1 = 1
- relative energy (zero: lowest compared OMol25 entry of this formula, charge and spin) (kJ/mol) = 16.2
- E (a.u.) = -229.65580
- highest occupied orbital energy (eV) = -17.4
- charge = +1
- gap between HOMO and LUMO (Eh) = 0.5027
- F_max (eV/Å) = 1.040

---

2.
ORCA calculation (ωB97M-V/def2-TZVPD) on 3 unconnected molecules or ions with the total composition H7O3 in a non-equilibrium geometry.

CARTESIAN COORDINATES (ANGSTROEM)
O1 0.0200 0.7281 0.8094
O2 1.9438 -0.7815 0.0031
O3 -1.9035 0.1341 -0.7050
H1 -2.8226 0.2539 -0.4402
H2 2.4576 -0.3974 -0.7200
H3 2.6785 -1.0946 0.5518
H4 -0.8433 0.7162 0.1574
H5 -1.9131 0.1953 -1.6553
H6 0.6838 0.0361 0.4161
H7 -0.3012 0.2098 1.5827

Cartesian forces (eV/Å) of the 3 atoms listed first:
O -1.17 -1.27 -0.28
O 0.67 0.06 -0.22
O -0.12 0.17 0.69

Output
- 2S+1 = 1
- relative energy (zero: lowest compared OMol25 entry of this formula, charge and spin) (kJ/mol) = 30.1
- E (a.u.) = -229.65049
- highest occupied orbital energy (eV) = -17.3
- charge = +1
- gap between HOMO and LUMO (Eh) = 0.5009
- F_max (eV/Å) = 1.753

---

3.
ORCA calculation (ωB97M-V/def2-TZVPD) on a molecular structure, H7O3 in a non-equilibrium geometry.

CARTESIAN COORDINATES (ANGSTROEM)
O1 -1.8033 1.3678 -0.9527
O2 0.0233 0.4827 0.3496
O3 1.7467 -1.6919 0.5381
H1 -1.4239 2.0561 -1.4973
H2 -0.8935 0.8112 -0.2194
H3 0.9666 0.3228 0.3698
H4 2.5964 -1.4682 0.9493
H5 1.6245 -2.5608 0.9401
H6 -2.4743 0.8416 -1.4322
H7 -0.3625 -0.1613 0.9548

Cartesian forces (eV/Å) of the 3 atoms listed first:
O -0.33 -0.96 0.74
O -1.81 -0.37 1.42
O 0.57 0.12 0.70

Output
- 2S+1 = 1
- relative energy (zero: lowest compared OMol25 entry of this formula, charge and spin) (kJ/mol) = 85.5
- E (a.u.) = -229.62941
- highest occupied orbital energy (eV) = -16.2
- charge = +1
- gap between HOMO and LUMO (Eh) = 0.4547
- F_max (eV/Å) = 2.330

---

4.
ORCA calculation (ωB97M-V/def2-TZVPD) on 40 unconnected molecules or ions with the total composition H80O40 in a non-equilibrium geometry.

CARTESIAN COORDINATES (ANGSTROEM)
O1 -0.5351 3.8104 0.9320
O2 2.7253 -2.3919 -2.0086
O3 5.2786 -0.7228 -2.7677
O4 0.1014 -2.0608 -2.4356
O5 -2.8485 -0.9066 5.4795
O6 1.1900 -5.7548 0.3904
O7 -0.8142 -2.1608 2.1705
O8 -4.9104 -0.3188 2.4585
O9 -1.5260 -1.1803 -4.4132
O10 1.0354 -0.4505 4.1214
O11 -1.3968 -0.3441 0.1325
O12 0.9688 2.0234 5.0817
O13 -4.0739 -2.9204 2.3785
O14 0.9416 -4.5623 -2.0442
O15 1.8297 -3.2651 4.1269
O16 -2.0672 5.5845 2.8788
O17 1.3469 0.6621 -1.0259
O18 1.4742 0.1091 -5.2281
O19 -4.1592 3.1322 -0.3117
O20 -4.0331 -4.4992 -2.4888
O21 -1.1545 -4.4995 4.2440
O22 -1.9275 -3.0759 -0.4621
O23 4.3746 -1.8346 2.0785
O24 4.3966 1.9194 -4.7382
O25 1.8604 2.7007 1.5052
O26 -1.6646 0.4937 2.4457
O27 -1.6927 4.4218 -5.1107
O28 -2.8492 2.8071 -2.9467
O29 -1.0154 1.4978 -4.3283
O30 1.7928 6.1762 -0.8421
O31 6.5836 1.4352 0.1611
O32 -0.0374 -2.0508 5.9909
O33 -0.5062 3.9437 -2.7198
O34 3.5539 1.4729 -2.3923
O35 1.8243 3.9170 -2.5563
O36 -2.4975 4.8993 -1.1383
O37 -3.5525 -5.2108 0.3732
O38 -5.1385 2.5270 2.0392
O39 4.5080 -4.0437 0.2990
O40 2.9303 -1.2011 0.1653
H1 -0.3487 -2.9584 2.5022
H2 -0.7195 4.1952 -4.9360
H3 -2.2001 -0.1403 2.0064
H4 1.5055 5.3456 -0.4699
H5 6.1431 0.6860 -0.2965
H6 -1.8075 -0.4985 -4.9685
H7 1.1751 -5.0241 -2.9384
H8 -2.4791 -0.4356 4.8522
H9 5.2530 1.7694 -4.2837
H10 -2.7312 5.5339 -0.4790
H11 1.6496 -4.1513 4.1598
H12 -2.0376 -2.0132 -4.7106
H13 0.6598 1.8682 4.1952
H14 -4.2339 -0.2712 3.1791
H15 -0.6141 4.2204 -1.6866
H16 -2.2091 5.8097 1.9499
H17 -3.5109 -6.0489 0.8976
H18 -4.7597 2.0404 1.3911
H19 3.5946 -1.9358 0.2149
H20 1.7346 2.9859 -2.7318
H21 6.4914 1.3152 1.0928
H22 1.7209 -2.6905 -2.1103
H23 0.5525 -1.4850 -1.7086
H24 -4.9194 -2.7371 2.5888
H25 -1.6330 -2.2269 2.7097
H26 0.5756 -1.6838 6.7101
H27 -1.1523 -3.0486 -1.0441
H28 -1.7924 -2.6199 0.2833
H29 0.0769 -4.1033 -2.1665
H30 -2.3874 2.4030 -2.1492
H31 -3.5599 2.3741 -0.2368
H32 -0.5816 -5.1344 3.7927
H33 -4.6327 -4.4561 -1.7112
H34 4.2654 0.7688 -2.0708
H35 5.0863 -2.3511 2.3728
H36 1.2628 3.4406 1.5624
H37 -0.9407 -1.9045 6.3637
H38 0.4647 -0.8055 4.5953
H39 3.9113 2.3343 -4.0823
H40 2.6947 3.7971 -2.2986
H41 -2.3044 3.6239 -3.0461
H42 -0.1826 -1.4528 -3.2115
H43 -5.7633 3.1794 1.7631
H44 2.7593 -0.9337 1.1598
H45 0.8670 -5.6027 -0.5554
H46 0.1691 4.6632 -2.8008
H47 0.9618 0.7859 -5.6363
H48 -2.6003 5.4931 -1.9129
H49 -3.8268 3.6668 -1.0971
H50 -1.4079 3.8053 0.5860
H51 3.7872 -4.2103 0.9269
H52 1.7424 1.3331 5.2185
H53 4.2546 -3.1354 -0.1128
H54 -3.1367 -4.1785 -2.0071
H55 -5.0232 0.5673 2.1569
H56 1.7064 -5.0667 0.5971
H57 -2.0224 -1.0838 -0.2234
H58 2.1547 1.1357 -1.2034
H59 1.4206 6.8050 -0.2595
H60 1.1002 -2.6756 4.4829
H61 0.8446 -0.4499 3.1583
H62 1.2906 0.9033 -0.1490
H63 3.1335 0.8297 -2.9631
H64 -0.4854 3.9026 1.8689
H65 5.6418 -1.6543 -2.3670
H66 -3.1276 -4.8077 1.0997
H67 -1.6588 2.1429 -4.0615
H68 3.7501 -1.6736 2.8217
H69 0.8462 0.0850 -4.5164
H70 2.6040 -1.4231 -1.5821
H71 -3.7267 -2.8350 1.4759
H72 -2.0042 3.5992 -5.1486
H73 -1.0304 0.8730 1.7494
H74 -2.8078 5.0655 3.2181
H75 -2.0153 -4.7409 4.2101
H76 -1.2951 0.1940 -0.7390
H77 -0.9057 0.8833 -3.5245
H78 4.5962 -1.2742 -3.4028
H79 -2.9001 -1.9170 5.5181
H80 2.4989 2.7870 2.2126

Cartesian forces (eV/Å) of the 3 atoms listed first:
O 2.18 0.00 -1.13
O -2.48 2.31 0.52
O -1.03 -6.04 -0.95

Output
- 2S+1 = 2
- relative energy (zero: lowest compared OMol25 entry of this formula, charge and spin) (kJ/mol) = 852.1
- E (a.u.) = -3057.22802
- highest occupied orbital energy (spin up / spin down) (eV) = -0.7 / -8.3
- charge = -1
- gap between HOMO and LUMO (spin up / spin down) (Eh) = 0.0769 / 0.3545
- F_max (eV/Å) = 13.371
- <S²> = 0.751